Record 1
9
Properties=species:S:1:pos:R:3 method="wB97M-V/def2-TZVPD" homo_ev=-6.035 charge=-1
N 3.101 -1.414 0.017
C 2.039 -0.975 0.116
O 0.863 -0.577 0.228
C 0.260 0.988 -0.158
O 1.140 1.741 -0.394
N -1.000 1.038 -0.027
C -1.879 0.022 0.065
O -3.025 0.143 0.437
H -1.498 -0.967 -0.283

Record 2
20
Properties=species:S:1:pos:R:3 method="wB97M-V/def2-TZVPD" homo_ev=-11.766 charge=+1
C -1.999 -1.695 0.034
C 1.485 -2.168 -0.243
C 0.609 1.985 -0.591
C 0.397 0.504 -0.737
N 0.688 2.422 0.871
P -1.952 0.143 -0.243
S 1.480 -0.448 0.458
H -2.980 -1.848 0.666
H -1.198 -2.199 0.578
H -2.313 -2.021 -0.942
H 1.026 -2.786 0.577
H 2.525 -2.491 -0.387
H 0.705 -2.203 -1.042
H 1.633 2.362 -1.027
H -0.337 2.374 -0.958
H 0.588 0.140 -1.737
H 1.219 3.257 1.105
H 0.983 1.537 1.369
H -0.351 2.635 1.162
H -2.207 0.499 1.085

Record 3
16
Properties=species:S:1:pos:R:3 method="wB97M-V/def2-TZVPD" homo_ev=-9.533 charge=0
C 2.982 -0.319 -0.138
C 1.834 -0.501 -0.457
C 0.441 -0.729 -0.869
C -0.588 -0.049 -0.027
C -0.463 1.461 -0.029
C -1.156 -0.788 1.147
N -1.924 -0.563 -0.072
H 4.000 -0.165 0.148
H 0.288 -0.383 -1.889
H 0.202 -1.786 -0.826
H 0.570 1.773 0.152
H -1.141 1.929 0.690
H -0.763 1.810 -1.027
H -0.808 -1.803 1.309
H -0.862 -0.061 1.863
H -2.612 0.173 0.025

Record 4
55
Properties=species:S:1:pos:R:3 method="wB97M-V/def2-TZVPD" homo_ev=-8.307 charge=0
C 2.205 0.088 2.729
C 2.289 -0.651 1.525
C 1.889 0.196 0.453
H 2.667 -1.668 1.422
C 1.517 1.458 1.003
C 1.708 1.392 2.420
H 1.278 2.361 0.445
C -1.296 -2.261 3.034
C -0.073 -2.697 2.436
C -0.226 -2.645 1.030
H 0.780 -3.109 2.973
C -1.555 -2.200 0.737
C -2.214 -1.959 1.992
H 1.994 -0.021 -0.611
H 1.701 2.248 3.083
H 2.596 -0.228 3.695
H -3.251 -1.640 2.112
H 0.512 -2.943 0.285
H -1.545 -2.292 4.093
Lu -0.180 -0.135 1.988
C -1.958 -1.528 -0.563
C -3.476 -1.467 -0.765
C -1.270 -2.152 -1.773
H -3.933 -2.453 -0.593
H -3.705 -1.167 -1.797
H -3.958 -0.738 -0.104
H -1.494 -3.226 -1.838
H -0.178 -2.031 -1.748
H -1.629 -1.670 -2.694
C -1.365 -0.110 -0.324
C -1.947 1.147 -0.966
H -0.266 -0.137 -0.516
H -1.676 0.147 0.732
O -2.697 1.786 -0.222
N -1.469 1.519 -2.226
C -0.297 2.441 -2.176
H -2.213 1.948 -2.770
C 0.986 1.819 -2.656
C 2.181 2.526 -2.464
H 2.135 3.504 -1.981
C 3.398 1.997 -2.892
H 4.322 2.552 -2.710
C 3.430 0.767 -3.561
H 4.380 0.362 -3.915
C 2.234 0.071 -3.786
H 2.248 -0.879 -4.326
C 1.012 0.596 -3.333
H 0.073 0.076 -3.534
H -0.156 2.782 -1.132
H -0.534 3.339 -2.772
O 0.363 2.023 4.864
Cl -0.598 1.009 4.576
O 0.114 -0.285 4.230
O -1.532 0.772 5.613
O -1.321 1.365 3.278

Record 5
15
Properties=species:S:1:pos:R:3 method="wB97M-V/def2-TZVPD" homo_ev=-9.089 charge=0
C -0.688 1.803 0.112
C -0.114 1.108 -0.778
C 0.581 -0.058 -0.469
C 1.455 -0.698 -1.251
C 0.301 -0.626 0.974
F 1.004 -0.036 1.937
F 0.719 -1.878 1.025
P -1.612 -0.598 1.277
H -1.167 2.727 -0.190
H -0.344 1.537 1.128
H -0.288 1.323 -1.854
H 2.103 -1.525 -0.944
H 1.571 -0.387 -2.257
H -1.749 -0.811 -0.201
H -1.771 -1.882 1.490

Record 6
209
Properties=species:S:1:pos:R:3 method="wB97M-V/def2-TZVPD" homo_ev=-9.618 charge=0
C 3.866 -3.111 -2.945
C 4.181 -1.732 -3.579
C 4.307 -1.987 -5.112
S 3.243 -3.487 -5.579
O 4.114 -4.534 -6.145
O 1.892 -3.162 -6.097
C 2.853 -3.880 -3.863
H 3.729 -3.002 -1.869
H 4.783 -3.687 -3.071
H 5.016 -1.217 -3.104
H 3.383 -1.028 -3.342
H 5.312 -2.340 -5.343
H 4.024 -1.241 -5.855
H 2.977 -4.945 -3.666
H 1.808 -3.603 -3.726
C 6.161 4.186 -2.038
C 4.724 4.473 -1.767
C 3.966 3.156 -1.691
S 4.962 1.815 -2.633
O 4.230 1.623 -3.888
O 5.308 0.721 -1.774
C 6.429 2.870 -2.831
H 6.557 4.145 -1.024
H 6.651 4.956 -2.635
H 4.246 5.048 -2.560
H 4.733 4.976 -0.800
H 3.098 3.163 -2.349
H 4.006 2.687 -0.708
H 6.614 2.947 -3.903
H 7.195 2.217 -2.412
C -3.549 -1.906 6.934
C -3.222 -0.384 7.005
C -3.835 0.309 5.786
S -5.563 -0.543 5.775
O -5.928 -1.062 4.484
O -6.566 0.176 6.454
C -5.064 -1.998 6.803
H -3.165 -2.355 7.850
H -2.997 -2.303 6.082
H -2.134 -0.316 6.970
H -3.576 -0.064 7.985
H -3.167 0.149 4.940
H -4.102 1.363 5.709
H -5.488 -2.911 6.388
H -5.552 -1.755 7.747
C -2.078 -0.555 -7.084
C -1.079 -1.611 -6.484
C -0.368 -0.724 -5.450
S -1.597 0.325 -4.529
O -1.204 1.733 -4.360
O -2.106 -0.478 -3.390
C -2.841 0.081 -5.922
H -2.732 -1.064 -7.792
H -1.601 0.202 -7.706
H -0.522 -2.141 -7.256
H -1.650 -2.390 -5.978
H 0.434 -0.072 -5.799
H 0.180 -1.307 -4.710
H -3.318 1.026 -6.182
H -3.398 -0.708 -5.416
C 1.930 0.324 5.462
C 0.618 -0.017 6.138
C 0.894 -0.758 7.504
S 2.463 -0.177 8.165
O 3.402 -1.239 8.555
O 2.301 1.050 8.944
C 3.072 0.497 6.532
H 1.855 1.309 5.000
H 2.295 -0.329 4.670
H 0.002 -0.613 5.465
H -0.012 0.842 6.369
H 0.941 -1.820 7.264
H 0.244 -0.562 8.356
H 3.985 -0.076 6.369
H 3.596 1.443 6.671
C -5.267 0.738 -2.512
C -5.105 2.005 -3.160
O -4.447 2.805 -2.226
S -3.769 2.019 -0.894
O -4.072 2.761 0.364
O -2.434 1.607 -1.238
O -4.839 0.865 -1.168
H -4.748 -0.136 -2.904
H -6.294 0.376 -2.545
H -6.084 2.379 -3.461
H -4.599 1.904 -4.119
C 4.338 6.110 3.869
C 3.682 4.884 3.216
O 4.250 3.752 3.673
S 4.790 3.981 5.181
O 5.895 3.071 5.448
O 3.767 4.291 6.183
O 5.319 5.417 4.590
H 3.727 6.671 4.576
H 4.846 6.763 3.160
H 3.757 4.811 2.131
H 2.648 5.044 3.524
C -4.029 -2.966 1.231
C -4.902 -2.524 2.376
O -4.288 -3.066 3.543
S -2.627 -3.014 3.394
O -1.965 -4.239 3.814
O -2.094 -1.721 3.842
O -2.700 -3.010 1.756
H -4.011 -2.403 0.298
H -4.239 -3.999 0.954
H -5.919 -2.886 2.227
H -4.923 -1.435 2.314
C 1.496 -5.654 2.999
C 1.450 -4.371 2.195
O 1.749 -3.271 3.090
S 2.428 -3.747 4.482
O 1.758 -3.194 5.619
O 3.902 -3.605 4.388
O 2.070 -5.341 4.217
H 1.974 -6.530 2.560
H 0.468 -6.016 2.970
H 0.543 -4.283 1.597
H 2.227 -4.422 1.434
C -3.511 5.547 -4.599
C -2.975 5.784 -3.236
O -2.295 4.567 -2.782
O -2.542 5.610 -5.517
H -4.319 6.200 -4.929
H -3.873 4.519 -4.601
H -3.755 6.009 -2.508
H -2.322 6.656 -3.253
H -3.002 3.956 -2.561
H -1.796 5.118 -5.168
C -0.380 4.757 0.266
C 0.536 5.081 -0.913
O -0.083 6.020 -1.775
O -0.772 5.879 0.978
H 0.179 4.124 0.955
H -1.201 4.129 -0.078
H 0.804 4.162 -1.434
H 1.435 5.517 -0.475
H -0.698 5.502 -2.300
H -0.504 6.625 0.438
C -0.718 4.023 3.731
C -1.308 3.939 5.169
O -1.979 2.692 5.419
O 0.071 2.810 3.679
H -0.159 4.958 3.711
H -1.564 3.899 3.054
H -1.977 4.786 5.322
H -0.629 4.219 5.975
H -1.962 2.515 6.363
H -0.484 2.144 4.092
C -5.710 -3.519 -4.001
C -7.263 -3.366 -4.350
O -8.257 -3.796 -3.482
O -5.392 -3.625 -2.593
H -5.088 -2.669 -4.279
H -5.596 -4.425 -4.598
H -7.491 -3.863 -5.293
H -7.387 -2.287 -4.443
H -8.457 -4.664 -3.841
H -4.501 -3.316 -2.415
C 1.627 3.718 -4.549
C 1.763 3.743 -6.080
O 1.932 5.063 -6.608
O 0.281 4.039 -4.094
H 2.359 4.397 -4.111
H 1.888 2.767 -4.084
H 0.923 3.340 -6.645
H 2.652 3.222 -6.436
H 1.462 5.700 -6.064
H -0.309 3.299 -4.255
C -0.550 0.399 1.565
C -0.573 -0.477 0.230
O 0.334 -1.505 0.240
O 0.659 1.239 1.639
H -0.350 -0.231 2.432
H -1.541 0.820 1.731
H -0.473 0.145 -0.659
H -1.522 -0.953 -0.018
H 1.125 -1.061 0.553
H 0.670 1.840 2.388
C -0.864 -4.288 -1.879
C -2.275 -4.248 -2.649
O -2.783 -2.907 -2.455
O 0.090 -3.282 -2.154
H -0.226 -5.073 -2.283
H -0.986 -4.424 -0.804
H -2.891 -5.107 -2.384
H -2.110 -4.385 -3.718
H -2.049 -2.302 -2.586
H 0.031 -2.600 -1.481
C 4.912 -1.364 1.789
C 3.625 -0.635 1.456
O 3.173 -0.929 0.152
O 5.905 -0.835 0.946
H 4.713 -2.417 1.588
H 5.220 -1.169 2.816
H 3.706 0.435 1.645
H 2.817 -0.843 2.157
H 3.468 -0.300 -0.511
H 5.635 -0.919 0.029
C 2.189 -6.777 -0.964
C 0.900 -7.514 -0.562
O 0.967 -7.734 0.820
O 3.381 -7.503 -1.253
H 2.504 -5.936 -0.347
H 1.939 -6.252 -1.886
H 0.780 -8.429 -1.143
H 0.109 -6.886 -0.972
H 1.520 -8.512 0.924
H 3.267 -7.627 -2.198

Record 7
13
Properties=species:S:1:pos:R:3 method="wB97M-V/def2-TZVPD" homo_ev=-8.860 charge=0
H 2.728 0.055 0.377
N 2.567 -0.926 0.139
C 1.358 -1.222 -0.100
N 0.292 -0.332 0.028
C 0.388 1.098 0.308
C 1.322 1.946 -0.254
C -0.999 -0.816 -0.102
S -2.391 0.053 -0.018
H 1.096 -2.276 -0.346
H -0.202 1.420 1.167
H 2.062 1.643 -1.044
H 1.212 2.978 -0.073
H -1.074 -1.902 -0.082

Record 8
29
Properties=species:S:1:pos:R:3 method="wB97M-V/def2-TZVPD" homo_ev=-15.808 charge=+2
C 0.097 3.039 -0.945
O -1.372 2.733 -0.901
C -1.601 1.477 -1.629
C -2.008 0.191 -0.701
C -1.576 0.293 0.874
C -0.798 -1.068 1.446
C 0.809 -0.813 1.658
B 1.779 -1.526 0.536
O 3.260 -1.427 0.762
N 3.668 -0.654 -0.288
O 3.507 0.537 -0.010
P 1.189 -2.433 -1.056
S 0.239 -4.097 -0.718
H 0.314 3.528 -1.999
H 0.759 2.061 -0.800
H 0.421 3.779 -0.092
H -0.714 1.166 -2.354
H -2.529 1.677 -2.353
H -3.188 0.052 -0.768
H -1.558 -0.784 -1.224
H -0.891 1.199 1.152
H -2.570 0.384 1.525
H -1.071 -2.018 0.817
H -1.249 -1.257 2.534
H 1.046 0.351 1.692
H 1.130 -1.251 2.709
H 2.388 -2.786 -1.820
H 0.452 -1.500 -1.905
Pt 0.070 -0.854 3.856

Number 1: gap between HOMO and LUMO 10.0 eV. Number 2: gap between HOMO and LUMO 8.2 eV. Number 3: gap between HOMO and LUMO 10.6 eV. Number 4: gap between HOMO and LUMO 8.7 eV. Number 5: gap between HOMO and LUMO 9.7 eV. Number 6: gap between HOMO and LUMO 9.5 eV. Number 7: gap between HOMO and LUMO 8.8 eV. Number 8: gap between HOMO and LUMO 3.1 eV.